Record 1
# C6H10

A 2-piece molecular cluster, C6H10 overall (ωB97M-V with the def2-TZVPD basis set, the Open Molecules 2025 dataset).

```
16
Properties=species:S:1:pos:R:3:forces:R:3:lowdin_charge:R:1
H -2.425169 -1.159836 0.319652 0.09 0.13 -0.03 0.061
H 0.481819 -1.563622 -0.298051 -0.02 0.11 0.11 0.092
H -0.988180 -1.237943 -2.278937 0.05 -0.01 -0.06 0.016
C 1.661427 0.016744 0.658891 0.03 -0.02 0.01 -0.181
H 0.185758 -1.435065 1.432990 0.02 0.09 -0.13 0.115
H 2.072413 -0.002759 1.676575 -0.06 0.01 -0.14 0.108
H 2.465007 -0.322317 -0.006172 -0.11 0.05 0.10 0.106
C -0.743021 0.127216 0.240227 -0.13 -0.02 0.02 -0.349
C -0.125019 1.450235 0.068632 0.10 -0.01 0.02 -0.066
H 1.863089 2.254943 0.248566 -0.11 -0.12 -0.01 0.102
H -0.694291 2.336734 -0.195609 0.10 -0.12 0.05 0.110
H -0.508129 -1.483101 -2.793191 -0.05 0.00 0.02 0.039
C 0.386067 -0.851188 0.529267 -0.01 -0.06 0.01 -0.148
C 1.190166 1.403147 0.296403 -0.12 0.02 -0.03 -0.082
H -2.776635 0.620396 -0.059476 0.13 -0.10 0.03 0.058
C -2.045305 -0.153581 0.160231 0.10 0.03 0.03 0.020
```
Positions in Å, forces in eV/Å.

- Max |F|: 0.0032 Eh/bohr
- E_tot: -6382.36635 eV
- LUMO energy: 1.23 eV
- HOMO level: -0.309 Ha
- Energy relative to the best compared isomer or geometry (same formula, charge and spin): 34.4 kcal/mol
- Total charge: 0
- HOMO-LUMO gap: 9.635 eV

Record 2
# C3H6NO2

A 2-piece molecular cluster, C3H6NO2 overall (ωB97M-V with the def2-TZVPD basis set, the Open Molecules 2025 dataset).

```
12
Properties=species:S:1:pos:R:3:forces:R:3:lowdin_charge:R:1
H 1.839008 -0.675746 -1.137311 -0.40 -0.32 0.61 0.081
O -2.052854 -0.711770 1.567853 -0.11 1.87 -1.05 0.214
H -2.199633 1.656796 0.528859 1.02 -1.52 0.03 0.197
C 0.056597 -0.920628 0.263821 1.16 4.47 -2.12 0.017
N -1.372677 1.041833 0.288558 -3.39 -0.55 2.32 0.255
H -0.648802 1.594137 -0.035131 2.16 0.74 -1.31 0.096
H 0.042999 -1.991190 0.444697 0.62 0.05 -0.28 0.121
C -1.162359 -0.171222 0.782351 1.24 0.20 -1.09 -0.309
H 1.376388 1.377554 -2.236652 -1.34 -0.07 -2.20 -0.027
C 1.005351 -0.242675 -0.583634 -0.28 -1.47 0.76 0.256
H -1.820830 -1.512591 2.019428 0.53 -1.05 0.19 0.149
O 1.928545 1.486085 -1.497086 -1.21 -2.35 4.13 -0.050
```
Positions in Å, forces in eV/Å.

- Max |F|: 0.0988 Eh/bohr
- E_tot: -8780.71522 eV
- LUMO energy (alpha / beta): -6.48 / -6.48 eV
- HOMO level (alpha / beta): -0.574 / -0.574 Ha
- Energy relative to the best compared isomer or geometry (same formula, charge and spin): 121.4 kcal/mol
- Total charge: +1
- HOMO-LUMO gap (alpha / beta): 9.140 / 9.142 eV

Record 3
# C23H17AuBrFN6O7S

C23H17AuBrFN6O7S as an isolated structure (ωB97M-V with the def2-TZVPD basis set, the Open Molecules 2025 dataset).

```
57
Properties=species:S:1:pos:R:3:forces:R:3:lowdin_charge:R:1
O -1.011690 5.008343 1.062198 0.01 -0.01 -0.02 0.076
H -2.224297 4.441534 -1.266838 0.00 0.01 -0.01 0.133
N -0.692136 -0.653545 -3.065962 0.09 0.06 0.07 0.053
C -2.127102 1.201671 -1.353743 0.00 -0.01 0.00 -0.634
N -1.142709 -3.362591 -1.472788 0.03 0.06 -0.03 -0.040
C -2.014105 3.422252 -1.537475 -0.02 -0.01 0.00 -0.029
Br 1.239867 -6.520607 6.037622 0.00 0.00 0.01 0.728
C -1.229126 2.902695 -2.493669 0.00 0.01 0.00 -0.016
O -0.640719 -2.103338 1.241934 0.05 -0.16 -0.15 -0.136
H 1.857970 -1.897158 4.261467 0.01 0.00 0.00 0.117
O 1.052631 -0.903567 2.127979 0.05 0.03 -0.07 0.040
H 1.216182 1.319726 2.308615 -0.01 0.01 0.01 0.136
H 3.382822 1.277821 -0.536017 -0.02 0.00 -0.01 0.138
H -2.796780 2.162215 1.235001 0.00 -0.02 0.00 0.099
C 0.536219 -3.036014 3.035567 -0.03 0.05 0.01 -0.128
H 1.514369 -1.769983 -5.327002 0.00 -0.01 0.00 0.114
H 3.040629 0.583397 1.062252 0.02 0.01 -0.01 0.141
C -0.469770 0.648037 -3.167288 0.01 -0.01 -0.04 -0.251
O 0.407593 0.375882 -0.446840 0.04 0.00 0.03 -0.147
C -3.366452 2.497005 0.369262 -0.01 -0.01 0.02 -0.010
C 0.118800 -5.302682 3.728868 -0.01 -0.02 0.00 -0.116
C -0.113116 4.192671 0.995875 -0.02 0.00 -0.02 -0.414
H -0.359908 -6.260449 3.581470 0.00 0.00 0.00 0.101
C 1.083579 2.189382 1.676852 -0.01 0.00 -0.02 0.062
C 2.599260 1.033320 0.174701 -0.02 -0.03 0.03 -0.020
N -2.546033 2.366715 -0.830717 0.02 0.00 0.00 -0.094
H -3.621350 3.545911 0.485693 0.02 0.00 0.02 0.101
O -3.290005 -4.384847 -1.414651 -0.04 -0.03 0.02 0.089
H -4.267699 1.897131 0.276742 -0.01 0.03 -0.02 0.083
H -0.210264 -2.543504 -3.678121 0.01 -0.01 0.00 0.100
H 2.036612 0.676736 -5.400793 0.00 0.01 0.00 0.119
C -0.090328 -4.260786 2.839111 0.00 0.02 0.01 -0.007
O 2.039309 -1.087371 -0.791182 0.03 -0.05 -0.08 0.027
N 1.890853 2.248724 0.559663 0.03 -0.03 0.00 0.012
C 0.342284 -1.897201 2.067987 -0.07 0.04 0.12 -0.545
C 0.007003 -1.494168 -3.835015 -0.01 -0.04 0.00 -0.107
C 1.374125 -2.855126 4.128962 0.00 -0.01 0.00 -0.013
C 0.523510 1.175119 -3.979599 -0.03 0.00 0.00 0.015
N 0.785219 4.190400 -0.065522 0.05 -0.02 0.02 0.217
H -0.642005 3.399507 -3.239189 0.02 0.00 0.00 0.123
O 2.172009 3.146857 -1.528281 0.05 0.02 -0.04 0.080
C 0.143899 3.107634 1.920358 -0.01 -0.02 0.06 -0.185
N -1.289704 1.517470 -2.386017 -0.01 0.02 0.06 0.039
H -0.736246 -4.391487 1.982320 0.00 -0.01 0.00 0.116
C 1.664941 3.183310 -0.424655 -0.11 -0.02 0.02 -0.474
C 1.643409 0.009420 -0.413710 -0.04 0.08 0.00 -0.640
C 1.246589 0.296315 -4.767580 0.00 0.01 0.00 -0.027
Au -0.577191 -1.490831 -0.806601 -0.04 0.02 0.06 1.085
C 0.953615 -5.101280 4.815083 0.01 0.01 0.00 -0.690
H 2.234279 -3.754232 5.883523 0.00 0.00 0.00 0.100
C -2.241113 -3.852151 -1.423317 0.01 0.00 0.01 -0.523
F -0.652160 3.020135 2.995859 0.01 0.02 -0.03 0.088
C 1.586115 -3.886485 5.028652 0.00 -0.01 0.00 -0.120
H 0.774747 2.223024 -3.974227 -0.01 0.01 -0.01 0.103
H 0.639110 4.896503 -0.771918 -0.01 0.00 0.00 0.163
C 0.968073 -1.059279 -4.725067 -0.02 0.00 0.00 -0.032
S -2.723615 -0.288179 -0.759831 -0.01 -0.01 -0.03 0.799
```
Positions in Å, forces in eV/Å.

- Max |F|: 0.0044 Eh/bohr
- E_tot: -134687.62864 eV
- LUMO energy (alpha / beta): -0.51 / -2.91 eV
- HOMO level (alpha / beta): -0.316 / -0.325 Ha
- Multiplicity: 3
- ⟨S²⟩: 2.012
- Energy relative to the best compared isomer or geometry (same formula, charge and spin): 0.0 kcal/mol
- Total charge: 0
- HOMO-LUMO gap (alpha / beta): 8.086 / 5.936 eV

Record 4
# C9H22N4O2P

A 2-piece molecular cluster, C9H22N4O2P overall (ωB97M-V with the def2-TZVPD basis set, the Open Molecules 2025 dataset).

```
38
Properties=species:S:1:pos:R:3:forces:R:3:lowdin_charge:R:1
C -3.631415 1.460155 1.468216 0.08 0.06 -0.32 -0.567
C 4.375651 -0.948392 -3.394912 0.13 0.06 0.08 -0.081
H 2.769262 0.367778 3.286417 0.05 0.13 -0.04 0.100
C 2.745580 0.040478 2.239498 -0.20 -0.03 0.03 -0.342
C -2.245392 -0.294314 -1.339398 0.01 -0.15 0.12 -0.215
H -3.490834 -0.759087 0.375610 0.00 -0.01 0.00 0.108
C -0.255760 -0.025312 0.290652 0.05 -0.12 -0.11 -0.312
N -2.446917 2.028654 1.929507 -0.47 0.07 0.69 0.126
H -1.936965 0.661256 -1.765519 0.00 0.02 -0.10 0.107
O 1.848973 -1.539674 0.774322 0.20 -0.14 -0.12 -0.365
C -1.062752 -0.953921 -0.623150 -0.13 0.18 0.11 -0.271
H -2.261659 2.939635 1.531280 0.33 -0.31 -0.40 0.095
O 1.911297 0.857158 1.474535 0.16 0.03 -0.18 -0.372
C 2.114535 -1.339043 2.122625 -0.44 0.10 0.17 -0.336
H -2.417087 2.078728 2.940475 0.08 0.03 -0.05 0.083
H 5.022341 -0.865510 -4.267208 -0.01 0.00 -0.01 0.068
H 2.697268 -2.155579 2.572465 0.19 0.02 -0.21 0.098
H 1.458459 -0.698362 -1.316284 -0.05 -0.18 0.08 -0.047
N -3.639798 1.320588 0.052195 -0.08 0.45 -0.04 -0.007
H -0.609090 1.000160 0.186224 -0.02 0.07 0.04 0.048
H 1.161853 -1.284770 2.686430 0.06 -0.09 0.11 0.096
H 4.860516 -0.484399 -2.537687 -0.04 -0.01 0.03 0.074
C -3.483852 -0.061128 -0.465458 0.09 0.13 -0.04 -0.209
H -4.508424 1.711033 -0.284922 -0.09 -0.19 0.08 0.098
H 4.209766 -1.999920 -3.168118 -0.03 0.01 0.02 0.082
N -4.620193 1.064940 2.167311 0.10 -0.16 0.09 0.113
H -0.402573 -1.382402 -1.383140 0.03 -0.03 0.01 0.073
H 3.767651 0.053192 1.827807 0.07 -0.13 0.14 0.086
H -4.377621 -0.274827 -1.054435 -0.05 -0.05 0.02 0.100
H -2.548205 -0.945818 -2.166009 -0.02 0.04 -0.07 0.093
H -1.467043 -1.789528 -0.039861 0.12 -0.13 -0.08 0.097
P 1.613962 0.025004 -0.089995 0.09 0.25 0.00 0.515
H 1.495715 1.295739 -0.778561 -0.02 -0.01 0.10 -0.028
N 2.053121 0.152987 -3.783941 0.01 0.19 -0.36 0.134
H 3.069984 0.074286 -0.315419 -0.04 -0.04 0.01 -0.021
H -4.468366 1.270768 3.154075 -0.03 0.05 -0.02 0.027
H -0.399264 -0.303272 1.334381 0.03 0.05 0.07 0.056
C 3.097277 -0.297284 -3.640008 -0.13 -0.17 0.15 -0.306
```
Positions in Å, forces in eV/Å.

- Max |F|: 0.0163 Eh/bohr
- E_tot: -29032.76989 eV
- LUMO energy: 3.18 eV
- HOMO level: -0.136 Ha
- Total charge: -1
- HOMO-LUMO gap: 6.873 eV

Record 5
# C23H23N8O5SV

C23H23N8O5SV as an isolated structure (ωB97M-V with the def2-TZVPD basis set, the Open Molecules 2025 dataset).

```
61
Properties=species:S:1:pos:R:3:forces:R:3:lowdin_charge:R:1
C -1.174501 -4.885871 -2.444756 0.00 -0.04 -0.02 -0.005
C -0.086338 5.609080 2.519000 -0.10 0.08 -0.07 -0.028
V 0.418193 0.886690 0.419291 -1.38 -0.70 0.34 1.040
H 1.741358 2.739980 -2.334668 0.01 -0.01 0.04 0.144
H 3.824381 -1.937631 2.406511 -0.01 0.00 0.00 0.128
H -1.938099 6.682178 2.409715 -0.02 -0.01 -0.02 0.125
N -3.396800 -5.785174 -2.419232 0.06 0.06 0.05 0.151
H 1.638390 4.323407 2.444397 -0.02 0.00 0.02 0.133
H 1.697137 -0.910942 -4.604417 0.01 0.04 -0.02 0.134
H -3.374785 3.945697 -1.095940 0.01 0.02 0.04 0.174
H 3.238811 -0.946708 -0.442216 -0.02 -0.12 -0.07 0.106
C -1.970267 4.928609 1.183943 -0.03 0.00 -0.10 0.005
C -2.699083 -4.358941 -0.624591 0.01 0.01 0.01 -0.006
C -2.179528 1.044666 -1.387374 -0.24 -0.05 -0.07 -0.071
N 2.389132 0.210882 0.754485 0.03 -0.06 0.40 -0.041
C -0.213129 -4.087250 -1.876625 0.04 -0.01 -0.06 -0.053
H 1.447122 -1.810635 4.142677 0.04 -0.01 -0.02 0.116
N 0.212241 -0.769952 -0.427348 -0.12 -1.71 -0.51 -0.148
C 3.958221 -0.854987 2.317102 0.03 -0.06 0.03 0.050
C 2.674067 -0.236462 1.932396 0.35 0.12 -0.48 -0.188
H -3.656329 -4.489285 -0.136631 -0.01 0.01 -0.01 0.122
H 0.759960 -3.970711 -2.334568 -0.03 -0.02 -0.03 0.118
H 2.258553 1.541630 -4.489594 0.00 0.00 0.00 0.124
C 1.459052 -0.720258 4.215509 -0.13 0.10 -0.03 0.048
C 0.727544 -0.296934 -1.603963 0.42 0.20 -1.36 -0.489
C 1.533247 1.687088 -2.475916 0.07 0.21 -0.11 -0.028
H -3.888344 1.907953 -2.510380 -0.02 0.03 0.04 0.135
N 0.956293 -0.996646 -2.696416 -0.12 -0.14 0.14 0.191
H -2.052712 0.027635 -1.718283 0.02 0.02 -0.01 0.122
C 0.029333 3.587779 1.240587 -1.10 1.29 0.27 -0.230
N 0.992067 1.021487 -1.458807 0.26 -0.78 -0.90 0.014
H 4.721407 -0.652668 1.571881 0.01 -0.01 0.01 0.102
C 1.814080 1.026231 -3.652270 -0.04 0.01 0.06 0.010
H -2.987201 5.098437 0.852981 0.01 0.02 0.01 0.124
C -1.826387 2.843021 -0.196981 -0.17 -0.18 -0.13 -0.210
O 3.291753 0.013466 -0.252410 0.34 0.05 -0.09 0.022
N -1.391586 1.598704 -0.410650 0.17 0.25 0.28 0.037
C 1.509317 -0.157145 2.842950 -0.21 -0.26 0.44 -0.186
C -2.441761 -5.027383 -1.841668 0.06 0.06 0.04 -0.291
N -2.867323 3.078609 -1.021556 0.03 0.05 0.12 0.151
N 0.536760 0.280491 2.154420 0.89 -0.44 1.01 -0.186
H -4.286608 -5.913010 -1.974258 -0.04 -0.06 -0.03 0.114
O 0.454349 -2.333130 1.472700 -0.25 0.07 -0.06 -0.264
H 4.286479 -0.482817 3.287784 -0.05 -0.01 0.02 0.110
H -1.916992 -3.059029 0.888328 -0.08 -0.04 -0.01 0.120
C 1.503269 -0.330257 -3.710163 -0.01 0.05 0.01 -0.038
H 2.335331 -0.413101 4.783499 -0.01 -0.01 0.03 0.102
C -1.383940 5.820051 2.065812 0.04 0.01 0.04 -0.027
C -3.106514 1.961063 -1.773561 0.11 -0.23 -0.06 -0.019
C 0.627299 4.502570 2.101502 0.30 -0.46 -0.14 0.032
C -1.275154 3.805992 0.748952 0.43 -0.23 0.11 -0.058
H 0.367237 6.311608 3.204015 0.02 -0.01 -0.01 0.126
H -3.212074 -6.291365 -3.265270 -0.03 -0.05 -0.01 0.115
C -1.738182 -3.564964 -0.051348 -0.05 -0.08 -0.04 -0.055
H 0.557458 -0.404288 4.735235 0.01 0.03 -0.01 0.107
S 0.642107 -2.352856 0.049475 -0.06 -0.59 0.28 0.711
C -0.500015 -3.430163 -0.683219 0.44 0.51 0.19 -0.322
O 0.613949 2.438070 0.890106 1.11 3.03 0.75 -0.119
O 1.997493 -2.529589 -0.418567 -0.24 0.02 -0.28 -0.270
H -0.960597 -5.422761 -3.359846 0.00 0.02 -0.01 0.122
O -0.689165 0.499836 2.058217 -0.72 -0.01 -0.01 0.045
```
Positions in Å, forces in eV/Å.

- Max |F|: 0.0645 Eh/bohr
- E_tot: -82889.61307 eV
- LUMO energy: -7.72 eV
- HOMO level: -0.473 Ha
- Energy relative to the best compared isomer or geometry (same formula, charge and spin): 14.2 kcal/mol
- Total charge: +2
- HOMO-LUMO gap: 5.158 eV